# C3H6FNO

One molecule with the formula C3H6FNO at a distorted geometry (ωB97M-V with the def2-TZVPD basis set, the OMol25 dataset).

Total charge: 0
Energy relative to the best compared isomer or geometry (same formula, charge and spin), kJ/mol: 403.3
LUMO energy, eV: 1.11
HOMO energy, hartree: -0.346
Electronic energy, a.u.: -347.6345
Kohn-Sham gap, eV: 10.525

```
12
Properties=species:S:1:pos:R:3:forces:R:3
C 1.5309 -1.3512 -1.6890 0.11 -0.64 2.53
O 0.4447 -1.4266 -0.6742 1.39 -1.27 -1.16
N 0.1116 -0.2110 -0.2577 -1.02 1.11 1.22
C -0.7279 -0.2466 0.7017 0.06 -0.14 2.20
C -1.0723 1.1146 1.4027 -1.28 -0.17 -3.78
F -0.4372 2.0651 0.5909 0.31 0.35 0.87
H 2.6423 -1.1809 -1.0464 -3.33 -0.03 -2.39
H 1.4570 -2.4364 -1.9790 0.66 1.33 -0.52
H 1.1160 -0.5912 -2.4343 1.54 -1.04 0.78
H -1.0521 -1.2335 1.2138 0.43 1.57 -1.08
H -2.1505 1.3964 1.2004 0.82 -0.81 0.88
H -0.8017 1.2496 2.4319 0.31 -0.26 0.45
```
Forces are in eV/Å.